1.
The ion C9H19IN4P with charge +1. Source: OMol25; level of theory: wB97M-V/def2-TZVPD.

As for the total charge: +1. The calculation puts the energy at -32980.47500 eV. The gap between HOMO and LUMO is 0.2628 hartree. Its HOMO energy is -11.1898 eV. Its SMILES is C=CCN1CCN([C@@H](I)CC)/C1=[NH+]/[PH2]=N.

Each line ends with the Löwdin charge.
Element x y z (Å)
C -1.761 -0.922 3.179  0.00
C -0.881 0.101 2.978  -0.15
C 0.106 0.204 1.856  -0.18
N -0.433 1.104 0.766  -0.01
C 0.128 2.470 0.714  -0.09
C 0.718 2.628 -0.720  -0.12
N 0.568 1.295 -1.299  -0.08
C 1.772 0.586 -1.721  -0.63
I 3.253 0.444 -0.131  0.96
C 1.525 -0.753 -2.418  -0.27
C 1.494 -2.022 -1.543  -0.14
C -0.366 0.650 -0.521  -0.34
N -1.160 -0.285 -1.009  0.01
P -2.392 -1.185 -0.167  0.74
N -1.930 -2.422 0.627  -0.24
H -1.449 -1.937 3.405  0.07
H -2.838 -0.775 3.123  0.06
H -0.863 0.929 3.688  0.11
H 1.010 0.699 2.210  0.09
H 0.420 -0.755 1.445  0.10
H -0.736 3.131 0.728  0.12
H 0.801 2.713 1.528  0.13
H 1.723 3.028 -0.807  0.11
H 0.044 3.304 -1.240  0.13
H 2.257 1.240 -2.438  0.09
H 0.589 -0.669 -2.974  0.10
H 2.292 -0.881 -3.179  0.12
H 0.642 -2.636 -1.845  0.07
H 2.368 -2.641 -1.717  0.08
H 1.362 -1.819 -0.482  0.02
H -1.041 -0.489 -1.994  0.12
H -3.061 -0.193 0.568  0.02
H -3.228 -1.556 -1.229  0.02
H -0.932 -2.587 0.620  -0.02

=====

2.
The ion C9H19N2 with charge +1. Source: OMol25; level of theory: wB97M-V/def2-TZVPD.

As for the total charge: +1. The calculation puts the energy at -12614.00603 eV. The gap between HOMO and LUMO is 0.3813 hartree. Its HOMO energy is -14.9371 eV. Its SMILES is CC1(C)CCCC(C)(C)[N+]1=N.

Each line ends with the Löwdin charge.
Element x y z (Å)
C -2.356 1.060 0.771  -0.04
C -1.457 0.136 -0.005  -0.38
C -1.847 0.084 -1.462  -0.01
C -1.204 -1.191 0.668  -0.13
C -0.044 -2.020 0.082  -0.15
C 1.008 -1.192 -0.659  -0.13
C 1.311 0.166 -0.023  -0.50
C 2.364 0.924 -0.849  -0.01
C 1.808 -0.007 1.425  0.02
N 0.097 0.944 0.032  0.00
N -0.007 2.141 0.110  0.28
H -1.910 1.373 1.712  0.09
H -3.278 0.530 1.003  0.11
H -2.604 1.943 0.189  0.09
H -1.298 -0.659 -2.030  0.08
H -1.747 1.058 -1.938  0.10
H -2.902 -0.185 -1.497  0.11
H -2.122 -1.776 0.583  0.14
H -1.051 -1.017 1.735  0.12
H 0.431 -2.570 0.893  0.12
H -0.434 -2.763 -0.612  0.12
H 1.937 -1.761 -0.697  0.14
H 0.703 -1.016 -1.691  0.12
H 3.113 0.219 -1.198  0.10
H 2.879 1.686 -0.267  0.09
H 1.913 1.385 -1.727  0.10
H 1.117 -0.597 2.017  0.08
H 1.952 0.954 1.913  0.10
H 2.761 -0.528 1.399  0.11
H 0.869 2.679 0.122  0.13

=====

3.
The ion C9H19N3O2S with charge +2. Source: OMol25; level of theory: wB97M-V/def2-TZVPD.

As for the total charge: +2. The calculation puts the energy at -29023.13074 eV. The gap between HOMO and LUMO is 0.3255 hartree. Its HOMO energy is -15.2244 eV. Its SMILES is C=C(C[C@H]([NH3+])C(=O)OC)/[NH+]=C\N(C)CS.

Each line ends with the Löwdin charge.
Element x y z (Å)
C -0.976 -0.824 -1.851  0.12
C -0.299 -0.318 -0.816  -0.27
C 0.593 -1.020 0.220  -0.07
C 2.018 -0.869 -0.367  -0.15
N 2.866 -2.130 -0.043  0.24
C 2.662 0.384 0.223  -0.45
O 1.941 1.306 0.515  0.13
O 3.898 0.280 0.616  0.00
C 4.676 1.291 1.358  0.06
N -0.613 1.040 -0.362  0.13
C -1.781 1.477 -0.305  -0.14
N -2.903 0.845 -0.155  -0.17
C -4.085 1.643 -0.204  -0.08
C -2.939 -0.585 0.264  -0.44
S -4.431 -0.694 1.261  0.87
H -1.371 -0.145 -2.551  0.10
H -0.690 -1.784 -2.196  0.09
H 0.663 -0.508 1.180  0.14
H 0.197 -2.033 0.303  0.14
H 1.801 -0.910 -1.476  0.18
H 3.869 -1.764 0.109  0.20
H 2.762 -2.661 -0.912  0.17
H 2.344 -2.592 0.779  0.21
H 4.355 2.242 1.693  0.10
H 5.510 1.412 0.658  0.11
H 5.116 0.823 2.233  0.11
H 0.207 1.636 -0.225  0.15
H -1.908 2.554 -0.348  0.18
H -4.499 1.835 0.867  0.11
H -3.869 2.548 -0.851  0.13
H -4.842 0.939 -0.468  0.05
H -2.169 -0.717 0.981  0.07
H -2.958 -1.300 -0.524  0.08
H -5.145 -1.403 0.397  -0.09

=====

4.
The molecule C9H19N3O4. Source: OMol25; level of theory: wB97M-V/def2-TZVPD.

As for the total charge: 0. The calculation puts the energy at -22299.39924 eV. The gap between HOMO and LUMO is 0.3231 hartree. Its HOMO energy is -8.6674 eV. Its SMILES is NCCCC[C@H](N)C(=O)N[C@@H](CO)C(=O)O.

Each line ends with the Löwdin charge.
Element x y z (Å)
N -1.763 -2.665 0.038  -0.01
C -2.088 -1.434 -0.847  -0.24
C -2.708 -0.403 0.111  -0.20
C -2.584 1.083 -0.378  -0.18
C -1.167 1.510 -0.844  -0.19
C 0.004 1.263 0.126  -0.28
N -0.200 2.287 1.216  0.08
C 1.380 1.662 -0.389  -0.40
O 1.533 2.848 -0.865  0.00
N 2.453 0.830 -0.419  0.08
C 2.567 -0.465 0.305  -0.15
C 1.933 -0.497 1.642  -0.20
O 0.819 -1.367 1.738  -0.06
C 2.089 -1.579 -0.745  -0.43
O 1.630 -2.667 -0.493  0.11
O 2.042 -1.245 -2.021  0.14
H -0.948 -2.404 0.603  0.03
H -2.573 -2.897 0.576  0.04
H -2.567 -1.801 -1.779  0.11
H -1.192 -1.066 -1.383  0.09
H -1.980 -0.535 0.937  0.10
H -3.651 -0.754 0.436  0.09
H -3.254 1.401 -1.308  0.15
H -2.868 1.605 0.556  0.10
H -0.977 1.077 -1.798  0.09
H -1.237 2.592 -1.193  0.14
H -0.225 0.292 0.570  0.11
H -0.217 3.183 0.822  0.05
H 0.707 2.297 1.650  0.05
H 3.385 1.334 -0.665  0.21
H 3.538 -0.642 0.341  0.11
H 2.713 -0.834 2.278  0.12
H 1.689 0.525 1.987  0.13
H 1.269 -2.161 1.356  0.09
H 2.449 -0.373 -2.163  0.12

=====

5.
The molecule C9H19N5O3. Source: OMol25; level of theory: wB97M-V/def2-TZVPD.

As for the total charge: 0. The calculation puts the energy at -23235.10882 eV. The gap between HOMO and LUMO is 0.3555 hartree. Its HOMO energy is -9.1934 eV. Its SMILES is [H]/N=C(\N)NCCC[C@H](NC(=O)[C@H](C)N)C(=O)O.

Each line ends with the Löwdin charge.
Element x y z (Å)
H 5.902 -1.870 -0.015  0.05
N 5.034 -1.708 -0.558  0.11
C 4.484 -0.608 -0.364  -0.62
N 4.796 0.331 0.640  0.10
N 3.424 -0.197 -1.179  0.02
C 2.224 0.438 -0.590  -0.18
C 1.458 -0.514 0.383  -0.17
C 0.331 0.164 1.129  -0.14
C -0.803 0.769 0.243  -0.24
N -1.347 -0.186 -0.709  0.08
C -2.622 -0.741 -0.739  -0.44
O -2.837 -1.734 -1.411  0.07
C -3.732 -0.094 0.084  -0.39
C -3.721 -0.675 1.485  -0.04
N -5.041 -0.309 -0.511  0.05
C -0.361 2.078 -0.388  -0.52
O 0.240 2.922 0.206  0.13
O -0.740 2.242 -1.671  0.10
H 5.717 0.215 1.075  0.09
H 4.758 1.337 0.341  0.11
H 3.207 -0.986 -1.808  0.13
H 2.452 1.363 -0.126  0.10
H 1.631 0.722 -1.376  0.08
H 1.128 -1.409 -0.158  0.11
H 2.143 -0.852 1.154  0.11
H 0.727 0.975 1.818  0.15
H -0.141 -0.594 1.796  0.12
H -1.610 1.061 0.924  0.14
H -0.589 -0.856 -1.163  0.20
H -3.586 0.981 0.084  0.14
H -3.901 -1.764 1.439  0.10
H -2.778 -0.523 1.996  0.07
H -4.499 -0.265 2.094  0.08
H -5.112 -1.284 -0.767  0.07
H -5.030 0.192 -1.414  0.09
H -1.207 1.380 -1.944  0.13

=====

6.
A cluster of 3 separate species, C9H19NO6P in total. Source: OMol25; level of theory: wB97M-V/def2-TZVPD.

As for the total charge: +1. The calculation puts the energy at -32695.80198 eV. The gap between HOMO and LUMO is 0.2794 hartree. Its HOMO energy is -12.4590 eV.

Each line ends with the Löwdin charge.
Element x y z (Å)
N 5.913 -5.914 -1.446  0.21
C 5.524 -4.860 -1.916  -0.23
O 4.650 -3.853 -2.473  -0.21
P 3.096 -3.975 -1.752  1.08
O 2.529 -5.542 -2.007  -0.19
H 2.250 -2.936 -2.263  0.08
H 3.169 -3.784 -0.315  0.10
H 1.593 -5.555 -2.335  0.10
O -0.403 -4.384 -1.129  0.06
C -0.938 -3.292 -1.083  -0.52
O -0.240 -2.190 -1.406  -0.04
C -0.806 -0.868 -1.519  -0.21
C -0.939 -0.211 -0.161  -0.06
C -2.347 -3.152 -0.585  0.02
H -1.750 -0.897 -2.069  0.12
H -0.111 -0.288 -2.131  0.13
H -1.605 -0.771 0.499  0.07
H -1.328 0.806 -0.262  0.06
H 0.034 -0.169 0.338  0.09
H -2.348 -3.209 0.503  0.11
H -2.940 -3.972 -0.994  0.10
H -2.837 -2.233 -0.899  0.08
O -0.804 2.707 -0.417  0.06
C -0.689 3.550 0.450  -0.50
O -0.076 3.244 1.607  0.00
C 0.235 4.195 2.639  -0.22
C -0.972 4.463 3.516  -0.06
C -1.304 4.910 0.282  0.02
H 0.658 5.108 2.212  0.12
H 1.024 3.743 3.245  0.12
H -1.801 4.891 2.948  0.07
H -0.716 5.153 4.323  0.09
H -1.340 3.530 3.952  0.09
H -2.375 4.844 0.474  0.10
H -1.137 5.238 -0.746  0.10
H -0.868 5.675 0.922  0.07

=====

7.
The molecule C9H19NSi2. Source: OMol25; level of theory: wB97M-V/def2-TZVPD.

As for the total charge: 0. The calculation puts the energy at -26884.19506 eV. The gap between HOMO and LUMO is 0.2880 hartree. Its HOMO energy is -7.5110 eV. Its SMILES is CC=C=C=N[Si](C)(C)[Si](C)(C)C.

Each line ends with the Löwdin charge.
Element x y z (Å)
C 1.382 -5.378 1.163  -0.12
C 0.614 -4.915 0.026  -0.21
C 0.214 -3.650 -0.285  -0.05
C 0.074 -2.433 0.228  -0.19
N -0.099 -1.221 0.416  -0.01
Si -0.363 0.534 1.030  0.51
C -2.044 0.488 1.856  -0.25
C 0.807 0.850 2.569  -0.19
Si -0.366 1.548 -1.046  0.58
C -2.195 1.666 -1.880  -0.18
C 0.230 3.431 -1.106  -0.22
C 0.868 0.536 -2.158  -0.22
H 2.317 -4.778 1.210  0.10
H 0.907 -5.093 2.071  0.07
H 1.546 -6.445 1.299  0.07
H 0.374 -5.611 -0.794  0.09
H -1.946 0.140 2.881  0.00
H -2.640 1.409 1.765  0.02
H -2.834 -0.338 1.370  0.10
H 0.446 0.369 3.490  0.03
H 1.803 0.537 2.289  0.01
H 0.794 1.896 2.697  -0.01
H -2.670 2.582 -1.880  -0.02
H -2.041 1.432 -2.890  -0.01
H -2.821 0.861 -1.457  0.02
H 0.344 3.637 -2.148  0.00
H -0.512 4.226 -0.802  0.05
H 1.170 3.547 -0.675  -0.02
H 1.223 1.211 -2.928  0.01
H 1.656 0.142 -1.505  0.02
H 0.590 -0.347 -2.715  0.02

=====

8.
The molecule C9H19OP. Source: OMol25; level of theory: wB97M-V/def2-TZVPD.

As for the total charge: 0. The calculation puts the energy at -20972.48945 eV. The gap between HOMO and LUMO is 0.2944 hartree. Its HOMO energy is -7.3586 eV. Its SMILES is CC(C)=C[P@@H](O)=CCC(C)C.

Each line ends with the Löwdin charge.
Element x y z (Å)
C 3.906 -1.846 -1.875  -0.09
C 2.730 -1.162 -1.308  -0.41
C 3.056 0.009 -0.415  -0.07
C 1.498 -1.552 -1.658  -0.15
P 0.031 -0.771 -0.774  0.85
O 0.185 -1.147 0.784  -0.28
C -0.259 0.986 -0.368  -0.30
C -1.790 1.182 -0.236  -0.35
C -2.409 0.592 1.043  -0.42
C -3.982 0.692 1.222  -0.04
C -1.711 1.336 2.183  -0.12
H 4.172 -2.542 -1.103  0.07
H 3.752 -2.264 -2.953  0.12
H 4.832 -1.101 -1.986  0.12
H 2.313 0.477 0.051  -0.02
H 3.598 -0.261 0.507  0.10
H 3.856 0.748 -0.864  0.13
H 1.290 -2.338 -2.240  0.02
H -1.037 -1.765 -1.179  0.05
H -0.199 -0.454 1.324  0.02
H -0.059 1.703 -1.239  0.05
H -2.030 2.317 -0.311  0.14
H -2.341 0.925 -1.077  0.06
H -2.242 -0.612 0.968  0.16
H -4.055 0.514 2.223  0.04
H -4.367 0.020 0.567  0.05
H -4.244 1.647 1.080  0.04
H -1.816 0.867 3.226  0.10
H -0.687 1.305 2.174  0.00
H -1.992 2.494 2.230  0.14